(1)
DFT (wB97M-V/def2-TZVPD) results for 2 unconnected molecules or ions with the total composition C14H30B2F5O6P2S2 at a distorted geometry.

The total charge is -1. Its LUMO energy is 0.088 hartree. Its total energy is -3031.14417 Ha. For the max |F|, the calculation gives 3.3 eV Å⁻¹. For the HOMO-LUMO gap, the calculation gives 6.90 eV.

Geometry (Å):
C1 3.48 0.29 -1.19
C2 3.54 -1.15 -1.86
O1 2.70 -2.14 -1.21
P1 1.03 -1.74 -1.34
O2 0.67 -1.10 0.01
C3 0.64 -0.66 -2.82
C4 -0.88 -0.58 -3.25
B1 -1.83 0.46 -2.36
P2 -3.37 0.63 -3.56
S1 -3.03 1.85 -5.08
B2 -2.46 -0.42 -1.05
O3 -2.33 -1.86 -0.94
C5 -3.30 0.28 0.18
C6 -2.31 0.29 1.44
C7 -1.12 1.85 -1.95
F1 -0.13 1.65 -0.93
F2 -0.38 2.31 -3.09
C8 -1.95 3.07 -1.43
F3 -3.26 3.22 -1.77
F4 -1.90 3.13 -0.02
F5 -1.29 4.26 -1.84
O4 0.27 -3.26 -1.57
C9 0.34 -4.01 -0.34
C10 -0.51 -5.37 -0.49
H1 4.52 0.57 -0.80
H2 2.76 0.37 -0.32
H3 3.23 1.10 -1.95
H4 4.61 -1.53 -1.75
H5 3.34 -1.11 -2.97
H6 1.21 -1.13 -3.70
H7 1.16 0.34 -2.66
H8 -1.34 -1.61 -3.34
H9 -0.90 -0.14 -4.31
H10 -3.72 -0.63 -4.15
H11 -4.46 1.13 -2.76
H12 -2.06 -2.10 -0.04
H13 -4.17 -0.42 0.46
H14 -3.73 1.29 -0.09
H15 -1.30 0.76 1.21
H16 -2.72 0.78 2.36
H17 -2.07 -0.80 1.72
H18 -0.14 -3.46 0.54
H19 1.41 -4.27 -0.04
H20 -1.41 -5.30 0.22
H21 0.09 -6.27 -0.16
H22 -0.95 -5.48 -1.53
C11 2.63 2.53 3.74
C12 2.53 1.01 3.58
C13 1.41 0.52 4.50
S2 0.27 1.89 4.66
O5 0.28 2.35 6.03
O6 -0.96 1.57 3.97
C14 1.20 3.05 3.67
H23 3.26 2.97 2.97
H24 3.07 2.77 4.71
H25 2.29 0.76 2.54
H26 3.48 0.51 3.82
H27 0.89 -0.34 4.08
H28 1.78 0.28 5.50
H29 1.09 4.05 4.07
H30 0.82 3.00 2.65

***

(2)
DFT (wB97M-V/def2-TZVPD) results for 3 unconnected molecules or ions with the total composition C14H30O8.

Its LUMO energy is 0.024 hartree. As for the SMILES: C[C@@H]1OC(=O)O[C@@H]1COCOCCO.CC(C)O.CC(C)O. The calculation puts the relative energy (zero: lowest compared OMol25 entry of this formula, charge and spin) at 0.0000 eV. Its total energy is -1153.31162 Ha. For the max |F|, the calculation gives 1.0 eV Å⁻¹. For the HOMO-LUMO gap, the calculation gives 10.20 eV.

Geometry (Å):
C1 -3.46 0.01 0.98
C2 -3.41 0.42 -0.47
O1 -3.94 -0.58 -1.36
C3 -3.37 -0.32 -2.56
O2 -3.91 -0.42 -3.62
O3 -2.08 0.04 -2.36
C4 -2.05 0.80 -1.15
C5 -0.82 0.54 -0.30
O4 0.39 1.00 -0.87
C6 0.83 0.31 -2.01
O5 0.69 -1.08 -1.85
C7 1.84 -1.84 -2.19
C8 1.39 -3.26 -2.49
O6 0.75 -3.84 -1.35
H1 -4.50 -0.10 1.29
H2 -2.93 -0.93 1.17
H3 -2.99 0.79 1.59
H4 -4.07 1.30 -0.58
H5 -2.09 1.88 -1.35
H6 -0.96 1.13 0.61
H7 -0.76 -0.51 0.01
H8 1.88 0.58 -2.18
H9 0.26 0.62 -2.89
H10 2.55 -1.86 -1.34
H11 2.33 -1.42 -3.07
H12 2.25 -3.86 -2.79
H13 0.66 -3.23 -3.30
H14 1.28 -4.56 -1.01
C9 -3.22 -0.64 5.64
C10 -3.14 -1.55 4.42
C11 -3.01 -3.01 4.82
O7 -2.06 -1.16 3.57
H15 -2.30 -0.73 6.23
H16 -3.32 0.40 5.33
H17 -4.07 -0.90 6.27
H18 -4.04 -1.42 3.81
H19 -2.09 -3.17 5.39
H20 -2.96 -3.65 3.93
H21 -3.85 -3.34 5.43
H22 -1.24 -1.27 4.07
C12 6.11 2.90 -2.50
C13 4.63 3.21 -2.39
C14 4.33 4.10 -1.20
O8 3.86 2.00 -2.31
H23 6.45 2.37 -1.61
H24 6.30 2.26 -3.36
H25 6.70 3.81 -2.61
H26 4.28 3.69 -3.30
H27 4.62 3.61 -0.27
H28 3.26 4.32 -1.14
H29 4.87 5.05 -1.27
H30 4.13 1.54 -1.51

***

(3)
DFT (wB97M-V/def2-TZVPD) results for 2 unconnected molecules or ions with the total composition C14H31BN2O3 at a distorted geometry.

Its LUMO energy is -0.009 hartree. Its total energy is -912.01740 Ha. For the max |F|, the calculation gives 5.6 eV Å⁻¹. For the HOMO-LUMO gap, the calculation gives 5.79 eV.

Geometry (Å):
C1 2.71 2.86 -1.78
N1 2.10 4.22 -1.83
C2 3.07 5.27 -2.25
B1 0.87 4.17 -2.70
O1 0.84 3.85 -4.11
C3 -0.57 4.45 -1.95
O2 -1.66 4.06 -2.52
O3 -0.63 5.06 -0.70
H1 2.88 2.37 -2.81
H2 3.66 2.86 -1.13
H3 1.95 2.19 -1.22
H4 2.62 6.33 -2.17
H5 3.52 5.12 -3.29
H6 3.94 5.26 -1.49
H7 0.75 2.87 -4.20
C4 -0.29 -4.18 3.18
C5 -0.58 -2.75 3.63
C6 -1.74 -2.08 2.89
C7 -1.79 -2.07 1.36
N2 -0.90 -1.05 0.63
C8 -1.41 -0.85 -0.82
C9 -2.15 0.47 -0.82
C10 -1.30 1.30 0.11
C11 -1.08 0.36 1.27
C12 0.58 -1.43 0.64
C13 1.09 -2.42 -0.42
C14 0.29 -3.68 -0.72
H8 0.28 -4.18 2.25
H9 0.32 -4.69 3.92
H10 -1.21 -4.75 3.04
H11 0.32 -2.14 3.58
H12 -0.85 -2.78 4.69
H13 -1.86 -1.07 3.30
H14 -2.65 -2.61 3.21
H15 -2.81 -1.81 1.07
H16 -1.58 -3.05 0.94
H17 -0.55 -0.78 -1.49
H18 -2.04 -1.70 -1.11
H19 -3.16 0.34 -0.42
H20 -2.23 0.90 -1.82
H21 -1.80 2.22 0.41
H22 -0.35 1.57 -0.37
H23 -1.98 0.35 1.88
H24 -0.21 0.60 1.89
H25 0.82 -1.79 1.64
H26 1.14 -0.50 0.50
H27 2.09 -2.73 -0.09
H28 1.25 -1.89 -1.36
H29 0.10 -4.28 0.18
H30 0.86 -4.31 -1.41
H31 -0.66 -3.46 -1.20

***

(4)
DFT (wB97M-V/def2-TZVPD) results for 6 unconnected molecules or ions with the total composition C14H31FN2O7S.

Its LUMO energy is 0.009 hartree. As for the SMILES: CNCC(=O)O[C@@](F)(S)c1cccnc1.CO.CO.CO.CO.CO. Its total energy is -1686.17421 Ha. For the max |F|, the calculation gives 0.4 eV Å⁻¹. For the HOMO-LUMO gap, the calculation gives 9.31 eV.

Geometry (Å):
C1 -2.25 3.07 1.75
N1 -3.54 2.67 1.18
C2 -3.50 2.52 -0.26
C3 -3.27 3.83 -0.97
O1 -3.42 4.91 -0.50
O2 -3.00 3.69 -2.33
C4 -1.76 3.25 -2.80
F1 -1.53 4.03 -3.92
S1 -0.44 3.63 -1.60
C5 -1.79 1.81 -3.27
C6 -0.63 1.18 -3.71
C7 -0.71 -0.13 -4.16
C8 -1.96 -0.75 -4.16
N2 -3.07 -0.15 -3.76
C9 -2.98 1.10 -3.33
H1 -1.40 2.73 1.14
H2 -2.15 2.62 2.74
H3 -2.21 4.15 1.85
H4 -3.77 1.75 1.56
H5 -4.49 2.18 -0.60
H6 -2.77 1.78 -0.61
H7 0.01 2.38 -1.45
H8 0.32 1.70 -3.71
H9 0.17 -0.67 -4.50
H10 -2.05 -1.77 -4.52
H11 -3.90 1.58 -3.02
C10 -2.09 -0.38 4.46
O3 -1.52 0.20 3.28
H12 -2.27 0.44 5.15
H13 -3.05 -0.86 4.24
H14 -1.42 -1.10 4.92
H15 -1.37 -0.51 2.65
C11 1.78 -1.47 3.00
O4 1.51 -0.07 3.09
H16 2.71 -1.59 2.46
H17 1.89 -1.92 3.99
H18 0.98 -2.00 2.46
H19 0.68 0.04 3.57
C12 1.88 -0.87 -6.81
O5 1.76 -1.96 -5.90
H20 0.87 -0.49 -7.00
H21 2.48 -0.06 -6.39
H22 2.31 -1.19 -7.76
H23 2.65 -2.30 -5.74
C13 6.15 -1.10 3.89
O6 4.73 -0.99 3.90
H24 6.39 -2.15 4.04
H25 6.57 -0.78 2.93
H26 6.60 -0.51 4.69
H27 4.49 -0.07 3.76
C14 2.14 -5.24 2.95
O7 0.90 -4.94 2.33
H28 2.11 -4.85 3.96
H29 2.32 -6.32 2.99
H30 2.97 -4.76 2.42
H31 0.93 -5.27 1.43